No. 1
# C4H10O2

An isolated molecule of C4H10O2 at a distorted geometry (ωB97M-V/def2-TZVPD, the OMol25 dataset).

CARTESIAN COORDINATES (ANGSTROEM)
1 O -1.34 0.92 0.30
2 O -0.74 -0.15 2.60
3 C 0.13 0.67 -2.16
4 C 0.35 -0.26 -0.96
5 C -0.33 -0.88 1.44
6 C -0.13 0.22 0.42
7 H -0.10 0.58 2.57
8 H 0.60 1.65 -2.02
9 H 0.62 0.88 1.04
10 H -0.93 0.84 -2.36
11 H 0.57 0.22 -3.06
12 H -1.10 -1.61 1.18
13 H -0.14 -1.22 -1.19
14 H -1.68 0.90 1.21
15 H 1.42 -0.49 -0.85
16 H 0.62 -1.40 1.63

Summary:
Orbital gap = 11.02 eV
Structure (SMILES) = CC[C@@H](O)CO
LUMO level = 0.90 eV

Atom charges from the Mulliken analysis, given in e for atoms 1 to 8:
1. O -0.550
2. O -0.541
3. C -1.188
4. C -0.517
5. C -0.397
6. C 0.119
7. H 0.342
8. H 0.315

=====

No. 2
# C24H16F5MnN4O6SSe

A structure of composition C24H16F5MnN4O6SSe (ωB97M-V/def2-TZVPD, the OMol25 dataset).

CARTESIAN COORDINATES (ANGSTROEM)
1 Se -1.18 -1.94 0.35
2 Mn 0.32 0.30 -0.61
3 S 2.28 1.59 -0.99
4 F -4.27 -2.89 4.49
5 F -3.97 -0.76 -0.48
6 F -6.47 -1.77 3.34
7 F -1.95 -2.96 3.20
8 F -6.28 -0.69 0.85
9 O -1.45 0.78 -1.31
10 O 1.64 -0.95 0.26
11 O 3.08 -2.58 -0.26
12 O -0.82 0.49 -5.14
13 O -0.59 2.92 -1.41
14 O -0.38 1.57 -3.23
15 N 0.14 1.28 1.24
16 N 2.44 1.27 1.79
17 N 4.32 1.28 0.69
18 N 0.70 -0.89 -2.18
19 C 4.63 1.20 2.04
20 C -2.98 -2.40 2.56
21 C -5.20 -1.26 1.41
22 C 5.26 1.18 -0.40
23 C 0.77 0.74 3.47
24 C 1.59 -3.06 -2.68
25 C -3.99 -1.31 0.74
26 C -4.18 -2.37 3.25
27 C 2.98 1.34 0.52
28 C -0.57 0.65 3.84
29 C -0.37 0.40 -3.86
30 C 3.48 1.19 2.71
31 C -1.14 1.26 1.62
32 C 1.43 -1.96 -1.85
33 C 0.92 -3.05 -3.91
34 C -2.84 -1.88 1.28
35 C -1.57 3.69 -2.09
36 C 0.17 -0.82 -3.43
37 C -5.30 -1.80 2.68
38 C 2.13 -1.86 -0.50
39 C -0.57 1.57 -1.78
40 C 1.07 1.10 2.17
41 C 0.22 -1.94 -4.30
42 C -1.55 0.96 2.91
43 H -2.60 0.91 3.15
44 H 5.14 0.22 -0.90
45 H -1.86 1.45 0.83
46 H 0.98 -3.91 -4.57
47 H 2.19 -3.89 -2.33
48 H 6.27 1.27 0.00
49 H 3.31 1.19 3.77
50 H 5.08 1.97 -1.12
51 H -2.56 3.23 -2.01
52 H -0.27 -1.88 -5.26
53 H -1.58 4.67 -1.61
54 H -1.11 1.40 -5.25
55 H -0.83 0.34 4.84
56 H 5.65 1.15 2.39
57 H -1.32 3.82 -3.15
58 H 1.53 0.48 4.18

Summary:
Net charge = -1
2S+1 = 2
Orbital gap (alpha / beta) = 5.93 / 6.25 eV
LUMO level (alpha / beta) = 2.45 / 2.44 eV

Atom charges from the Mulliken analysis, given in e for atoms 1 to 8:
1. Se -0.103
2. Mn -0.246
3. S -0.670
4. F -0.329
5. F -0.328
6. F -0.338
7. F -0.383
8. F -0.336

=====

No. 3
# C5H12NO2PS

A cluster of 2 separate species, C5H12NO2PS in total at a distorted geometry (ωB97M-V/def2-TZVPD, the OMol25 dataset).

CARTESIAN COORDINATES (ANGSTROEM)
1 S 4.42 0.18 0.04
2 P -0.96 -0.09 0.69
3 O -0.23 -0.93 -0.65
4 O -0.24 1.11 1.09
5 N -0.52 -1.62 1.38
6 C -0.03 -1.94 0.24
7 C 3.10 1.34 0.52
8 C -2.74 0.07 0.31
9 C -2.97 1.43 -0.33
10 C 0.69 -3.16 -0.14
11 H -2.47 1.49 -1.30
12 H 1.70 -2.90 -0.46
13 H 3.54 2.21 0.99
14 H -3.26 -0.01 1.26
15 H 0.73 -3.83 0.71
16 H 2.46 0.82 1.22
17 H -2.57 2.21 0.30
18 H -3.05 -0.74 -0.34
19 H 0.19 -3.64 -0.98
20 H -4.03 1.61 -0.48
21 H 5.07 1.01 -0.76
22 H 2.52 1.61 -0.36

Summary:
Orbital gap = 9.53 eV
LUMO level = 0.75 eV

Atom charges from the Mulliken analysis, given in e for atoms 1 to 8:
1. S -0.216
2. P 0.858
3. O -0.420
4. O -0.636
5. N -0.666
6. C 0.757
7. C -0.648
8. C -0.326

=====

No. 4
# C3H6N4

An isolated molecule of C3H6N4 at a distorted geometry (ωB97M-V/def2-TZVPD, the OMol25 dataset).

CARTESIAN COORDINATES (ANGSTROEM)
1 N -2.09 0.08 -0.01
2 N 1.22 1.43 0.03
3 N 0.11 0.58 0.00
4 N 1.14 -1.57 -0.20
5 C -1.36 -1.07 -0.21
6 C -1.20 1.04 0.15
7 C 0.06 -0.79 -0.16
8 H 1.00 2.35 -0.35
9 H 0.99 -2.46 -0.45
10 H -1.84 -2.00 -0.36
11 H 1.30 1.62 1.03
12 H 2.05 -1.32 0.06
13 H -1.37 2.11 0.47

Summary:
Orbital gap = 8.08 eV
Structure (SMILES) = Nc1cncn1N
LUMO level = 0.80 eV

Atom charges from the Mulliken analysis, given in e for atoms 1 to 8:
1. N -0.641
2. N -0.977
3. N 0.393
4. N -0.385
5. C -0.516
6. C -0.139
7. C 0.651
8. H 0.285

=====

What total energy values result from the calculations? In sequence: -308.8569, -6044.6202, -1142.5333, -336.8836 hartree.
What energy relative to the best compared isomer or geometry (same formula, charge and spin) values result from the calculations? In sequence: 108.4, 203.9, 75.2, 172.4 kJ/mol.